C2H6O2S2 as an isolated structure in a non-equilibrium geometry, computed with wB97M-V/def2-TZVPD.

Values from the calculation:
ΔE to the lowest compared entry with this formula, charge and spin   1.526 eV
Orbital gap   10.264 eV

Each line ends with the natural charge from an NBO analysis.
Atoms and positions in Å:
C: 0.2462 -1.5440 -1.2153  -0.250
C: -1.9640 0.8262 0.5499  0.274
O: -1.2112 1.6086 1.0270  -0.527
O: 0.9714 -1.6004 -0.0055  -0.749
S: -2.1684 -0.9294 0.8303  -0.017
S: -3.1930 1.1522 -0.7119  -0.036
H: -0.7795 -1.7835 -1.0768  0.182
H: 0.7698 -2.3017 -1.9388  0.167
H: 0.3477 -0.5100 -1.5750  0.170
H: 1.5245 -0.7575 0.1056  0.479
H: -1.0551 -1.3421 1.1890  0.152
H: -2.9845 2.4467 -1.0821  0.154

***

C30H66FI3N7O4P2 as an isolated structure in a non-equilibrium geometry, computed with wB97M-V/def2-TZVPD.

Values from the calculation:
Orbital gap   5.217 eV
Net charge   +1

Each line ends with the Mulliken charge.
Atoms and positions in Å:
C: -2.1745 -3.1518 0.4524  -0.815
C: -1.2740 -3.7931 -0.6172  -0.434
C: -1.5375 -3.3214 -2.0664  -0.886
C: -1.9859 -1.8746 -2.1954  -0.659
C: -0.9503 -0.8806 -1.6567  0.205
C: -1.4710 0.5363 -1.4796  -1.252
C: -0.5261 1.5009 -0.7246  -1.285
C: -0.4275 1.1234 0.7643  -0.824
C: 0.6745 1.7336 1.7012  2.988
C: 1.6723 0.7044 2.3021  -1.746
I: 2.1240 0.6402 4.4081  0.157
C: 2.3735 -0.2081 1.6187  0.268
C: 3.3184 -1.1955 2.2606  -1.801
I: 2.3380 -0.4369 -0.4702  0.270
C: -0.2684 2.3112 2.8387  -1.009
C: -1.0834 1.4298 3.8252  -1.232
C: -1.3122 -0.0365 3.5319  0.304
O: -2.1417 -0.4426 2.7410  -0.449
F: -0.6191 -0.9661 4.2296  -0.243
C: 0.4910 3.4266 3.6417  -1.071
C: 1.7257 3.6124 2.7498  -0.012
O: 2.0465 4.9864 2.7817  -0.544
N: 1.3833 3.0379 1.3724  -0.380
C: 0.6743 4.1714 0.6747  -0.830
I: 3.3190 3.0210 0.4756  0.466
H: -2.2228 -2.0669 0.4029  0.054
H: -1.7376 -3.3852 1.4270  0.348
H: -3.1635 -3.6099 0.4520  0.320
H: -0.2439 -3.5172 -0.3646  0.172
H: -1.3430 -4.8758 -0.5332  0.442
H: -0.6235 -3.5014 -2.6374  0.279
H: -2.2918 -3.9875 -2.4903  0.446
H: -2.9590 -1.6939 -1.7365  0.019
H: -2.0996 -1.6815 -3.2663  0.539
H: -0.5071 -1.3033 -0.7556  -0.160
H: -0.1375 -0.8386 -2.3904  0.421
H: -1.5649 0.9741 -2.4765  0.500
H: -2.4635 0.5779 -1.0247  0.081
H: 0.4108 1.6735 -1.2491  0.480
H: -1.0775 2.4465 -0.7803  0.513
H: -1.4200 1.2815 1.1690  0.553
H: -0.2960 0.0424 0.8143  0.555
H: 3.7153 -1.8838 1.5190  0.492
H: 2.8101 -1.7954 3.0106  0.459
H: 4.1685 -0.6513 2.6706  0.432
H: -1.0161 2.9338 2.3496  0.938
H: -2.0717 1.8640 3.9578  0.502
H: -0.6341 1.4953 4.8137  0.545
H: 0.8544 3.1380 4.6220  0.389
H: -0.0527 4.3593 3.7519  0.303
H: 2.6445 3.1430 3.0833  0.667
H: 2.8751 5.1076 3.2504  0.442
H: 0.1499 3.8847 -0.2307  0.308
H: 1.4226 4.8718 0.3362  0.360
H: -0.0400 4.6878 1.3087  0.345
O: 6.6348 2.5198 -0.7906  -0.752
P: 7.4936 2.3689 -2.0347  0.731
N: 6.5175 1.2475 -2.8929  0.268
C: 6.9953 0.2182 -3.7905  -0.846
C: 5.2789 1.8227 -3.4027  -1.044
N: 8.8380 1.5900 -1.2528  0.199
C: 8.7500 0.1749 -0.9153  -1.067
C: 9.3052 2.3442 -0.0909  -1.145
N: 8.4991 2.7908 -3.4484  0.004
C: 9.8265 2.2366 -3.6653  -0.851
C: 8.5484 4.2538 -3.6638  -1.039
H: 7.3105 0.6128 -4.7667  0.308
H: 6.1945 -0.5028 -3.9695  0.357
H: 7.8165 -0.3541 -3.3680  0.157
H: 5.4503 2.4117 -4.3155  0.303
H: 4.8249 2.4815 -2.6592  0.215
H: 4.5501 1.0407 -3.6255  0.296
H: 7.7916 -0.0950 -0.4543  0.290
H: 9.5492 -0.1014 -0.2269  0.381
H: 8.9033 -0.4499 -1.7961  0.262
H: 8.6705 2.1861 0.7874  0.296
H: 9.3170 3.4171 -0.3037  0.352
H: 10.3271 2.0522 0.1581  0.378
H: 10.5666 2.5870 -2.9421  0.287
H: 10.1587 2.5355 -4.6637  0.407
H: 9.8158 1.1495 -3.6580  0.248
H: 9.1458 4.7576 -2.8961  0.341
H: 7.5368 4.6721 -3.6325  0.335
H: 8.9656 4.4908 -4.6426  0.374
O: -6.4853 -4.2070 -0.2250  -0.873
P: -7.5759 -3.2169 0.1171  0.800
N: -6.6225 -1.7891 0.1840  0.418
C: -6.8497 -0.6506 1.0422  -0.837
C: -6.1489 -1.3514 -1.1203  -1.005
N: -7.9280 -3.8375 1.7078  0.171
C: -7.0386 -3.5150 2.8145  -0.989
C: -8.1848 -5.2762 1.6862  -1.112
N: -9.1311 -2.3404 0.0646  -0.008
C: -9.9774 -2.1669 1.2329  -0.859
C: -9.9657 -2.7860 -1.0716  -1.056
H: -7.6804 -0.0141 0.7012  0.306
H: -5.9483 -0.0322 1.0656  0.251
H: -7.0359 -0.9374 2.0741  0.187
H: -6.9360 -0.8291 -1.6860  0.274
H: -5.8192 -2.2051 -1.7154  0.444
H: -5.2904 -0.6830 -1.0186  0.027
H: -5.9777 -3.6207 2.5545  0.227
H: -7.2459 -4.1607 3.6690  0.378
H: -7.2116 -2.4994 3.1754  0.251
H: -7.2606 -5.8608 1.6334  0.327
H: -8.7988 -5.5476 0.8229  0.341
H: -8.7361 -5.5712 2.5817  0.363
H: -10.4291 -3.0984 1.5837  0.287
H: -10.7843 -1.4764 0.9685  0.405
H: -9.4381 -1.7066 2.0574  0.248
H: -10.3636 -3.7950 -0.9132  0.344
H: -9.3723 -2.7987 -1.9913  0.346
H: -10.8003 -2.1033 -1.2354  0.367

***

C15H14CuI2N3O4S3 as an isolated structure, computed with wB97M-V/def2-TZVPD.

Values from the calculation:
ΔE to the lowest compared entry with this formula, charge and spin   0.000 eV
Orbital gap   7.047 eV

Each line ends with the natural charge from an NBO analysis.
Atoms and positions in Å:
Cu: 1.5192 -0.6677 -0.6628  0.812
C: 2.9090 0.8656 2.3285  -0.668
C: 1.9095 -0.2335 2.4629  0.092
N: 1.4767 -0.9356 1.4576  -0.522
C: 0.5722 -1.8964 1.8476  0.104
C: 0.3166 -1.9212 3.1799  -0.427
S: 1.2327 -0.7089 3.9613  0.459
C: -0.0043 -2.7520 0.8026  0.115
C: -0.9067 -3.7492 0.9694  -0.420
S: -1.3258 -4.4028 -0.5490  0.465
C: -0.2585 -3.3162 -1.3265  0.082
N: 0.3678 -2.5204 -0.5078  -0.526
C: -0.0667 -3.3231 -2.8059  -0.660
H: 2.6015 1.5303 1.5204  0.271
H: 3.8813 0.4437 2.0709  0.243
H: 3.0026 1.4350 3.2514  0.223
H: -0.3535 -2.5649 3.7238  0.245
H: -1.3516 -4.1027 1.8838  0.245
H: -0.8663 -3.8673 -3.3052  0.227
H: 0.8859 -3.7881 -3.0629  0.243
H: -0.0470 -2.2989 -3.1756  0.249
I: 1.5468 0.3400 -3.1492  0.200
I: 3.3334 -1.5860 -4.0795  -0.262
O: 3.8510 -1.0461 -0.6359  -0.955
H: 4.2377 -0.4189 -1.2587  0.489
H: 3.9645 -1.9004 -1.0699  0.491
O: -2.3563 -0.3642 0.5826  -0.599
C: -1.7537 0.5784 0.1172  0.648
N: -0.4918 0.5261 -0.4341  -0.998
S: -0.0009 1.9417 -0.9130  2.285
O: -0.0025 1.9974 -2.4017  -0.969
O: 1.2583 2.3529 -0.3424  -0.948
C: -1.3805 2.8959 -0.3996  -0.247
C: -1.6637 4.2361 -0.5741  -0.203
C: -2.9443 4.6537 -0.2346  -0.198
C: -3.8904 3.7498 0.2467  -0.195
C: -3.5770 2.4079 0.4224  -0.166
C: -2.3027 1.9907 0.0873  -0.137
H: -0.9224 4.9289 -0.9477  0.234
H: -3.2150 5.6943 -0.3562  0.220
H: -4.8881 4.1016 0.4754  0.219
H: -4.2967 1.6941 0.8006  0.237

***

A 2-piece molecular cluster, C4H13N4O overall in a non-equilibrium geometry, computed with wB97M-V/def2-TZVPD.

Values from the calculation:
ΔE to the lowest compared entry with this formula, charge and spin   1.279 eV
Orbital gap (alpha / beta)   4.663 / 9.034 eV
2S+1   2

Each line ends with the natural charge from an NBO analysis.
Atoms and positions in Å:
C: 1.9899 -1.1361 -2.9208  -0.714
C: 0.6797 -1.2622 -2.2015  0.684
O: 0.3811 -0.3845 -1.4121  -0.642
N: -0.2560 -2.3303 -2.3425  -0.856
H: -0.9748 -2.1038 -1.6708  0.411
H: -0.0968 -3.1992 -2.7253  0.391
H: 2.5052 -2.1215 -2.9637  0.232
H: 2.4339 -0.2272 -2.5361  0.258
H: 1.5810 -0.9554 -3.9463  0.234
C: -0.2967 2.7484 1.3240  -0.435
C: -0.6606 0.3180 1.8829  0.370
N: -1.9950 0.0635 1.6454  -0.869
N: 0.0647 1.2825 1.1839  -0.696
N: 0.0693 -0.3331 2.8020  -0.850
H: -2.3049 0.5632 0.8177  0.389
H: -2.6306 -0.4130 2.1918  0.379
H: 0.3737 1.0957 0.1977  0.387
H: 1.0404 -0.0107 2.8969  0.401
H: -0.2958 -0.8787 3.6034  0.369
H: -1.3877 2.7908 1.3691  0.166
H: -0.1536 3.4230 0.4644  0.202
H: -0.0664 3.0706 2.3399  0.190

***

A 2-piece molecular cluster, C8H18N2O4S overall in a non-equilibrium geometry, computed with wB97M-V/def2-TZVPD.

Values from the calculation:
ΔE to the lowest compared entry with this formula, charge and spin   0.275 eV
Orbital gap (alpha / beta)   6.028 / 6.975 eV
2S+1   3

Each line ends with the natural charge from an NBO analysis.
Atoms and positions in Å:
C: 4.0615 2.7102 -0.4186  1.036
C: -0.8935 2.2046 -0.9325  -0.626
C: -2.3169 0.4900 1.2740  -0.617
C: 0.9751 -1.0112 -1.9746  -0.624
C: -0.5066 -2.8380 0.8038  -0.435
C: 0.1121 1.3337 -0.1349  -0.269
C: -1.1726 -0.5128 1.1202  0.111
C: -0.2936 -0.7319 -1.1940  -0.264
N: -1.5881 -1.8671 0.7528  -0.650
N: -0.0772 -0.1079 0.0887  -0.351
O: 4.6036 1.9955 -1.1429  -0.512
O: 3.4266 3.4597 0.1891  -0.524
O: 2.5474 0.4424 0.5233  -0.923
O: 1.3502 -0.5227 2.4649  -0.889
S: 1.7888 -0.6519 1.0845  1.469
H: -1.8775 1.5716 -0.8464  0.194
H: -1.0647 3.2155 -0.5956  0.237
H: -0.7096 2.2093 -1.9677  0.208
H: -3.0801 -0.1341 1.6334  0.221
H: -2.0907 1.3164 1.9827  0.230
H: -2.6403 0.9195 0.1950  0.201
H: 1.6761 -0.1478 -1.8672  0.228
H: 1.4029 -1.9530 -1.6645  0.211
H: 0.5380 -0.9843 -2.9767  0.218
H: 0.2191 -2.7722 -0.0227  0.195
H: 0.0163 -2.7549 1.7811  0.194
H: -1.0420 -3.7783 0.8322  0.209
H: 0.2434 1.7581 0.8853  0.225
H: 1.1155 1.4460 -0.5092  0.253
H: -2.2163 -2.2022 1.4829  0.370
H: -0.8091 -0.5445 2.1260  0.221
H: -0.9366 -1.6205 -1.2115  0.253
H: -0.7614 0.0628 -1.7609  0.200

***

Result set for energy: -27935.386, -96386.584, -121791.209, -12364.096, -30587.731 eV, one per record in the order listed.